[1]
Entry from the Open Molecules 2025 dataset: a structure of composition C15H38O13S3V (ωB97M-V with the def2-TZVPD basis set).

The geometry in XYZ format:
```
70
Properties=species:S:1:pos:R:3:forces:R:3
O 0.528741 0.725522 1.338108 1.819 1.227 -0.094
V 1.833741 1.682582 1.569268 0.554 -3.594 2.906
O 1.286651 3.145282 1.562108 0.119 1.051 -0.291
C 2.858541 -1.518178 0.815528 1.281 0.672 1.160
C 4.149541 -0.559938 0.784398 -0.950 0.180 -2.346
C 4.587521 -0.478348 -0.744772 -0.863 -0.048 0.857
O 4.017951 0.707392 1.443808 -1.924 -1.159 -1.076
H 1.998551 -1.208728 0.221588 0.065 0.571 0.137
H 2.640861 -1.552238 1.883028 -0.728 0.097 0.028
H 3.010561 -2.563818 0.547908 0.646 -0.012 -0.263
H 5.012931 -1.184248 1.014378 0.094 0.064 1.892
H 4.608931 -1.490668 -1.148322 -0.167 -0.272 0.049
H 5.615391 -0.128988 -0.842372 -0.283 0.717 -0.157
H 3.802211 0.055812 -1.279622 0.493 0.248 -0.397
C -0.262129 2.102532 4.390618 1.367 1.606 0.118
C 1.079771 1.443282 4.889048 -1.898 -3.152 -2.724
C 0.621251 -0.078818 4.929708 -0.151 1.227 1.020
O 2.132241 1.509742 3.980048 -0.289 1.028 -1.949
H 0.022781 3.141622 4.225648 -0.508 0.515 0.160
H -1.135649 2.020042 5.037348 0.233 0.063 0.421
H -0.593469 1.793402 3.399278 0.450 -0.661 0.004
H 1.419761 1.712082 5.889178 -0.229 0.560 0.154
H -0.372429 -0.115128 5.376248 -0.071 -0.200 0.676
H 1.337371 -0.610378 5.556388 -0.060 -0.644 -0.525
H 0.399971 -0.441378 3.925878 0.903 -0.130 -0.110
O 2.261251 1.982832 -0.718942 1.381 1.163 -1.503
S 3.221961 2.636512 -1.630022 -0.403 -0.135 -1.143
O 4.655521 2.647612 -1.332662 -3.234 0.165 -1.082
O 2.970541 2.009802 -3.166292 3.829 0.678 2.458
C 1.735151 1.879682 -3.706172 -2.643 -1.904 -0.742
C 1.284511 0.417232 -3.549982 -0.445 -0.079 1.029
C 2.603261 4.337772 -2.160622 1.053 -0.260 1.902
H 1.775091 2.094952 -4.773962 0.322 0.320 -0.042
H 0.983131 2.544312 -3.280912 0.001 0.156 0.234
H 0.226091 0.273802 -3.767392 0.076 -0.011 -0.671
H 1.330861 0.113452 -2.504202 0.166 0.354 0.341
H 1.936681 -0.318598 -4.020442 -0.121 0.319 -0.560
H 1.534171 4.483562 -2.006042 0.138 -0.423 -0.070
H 2.962141 4.659702 -3.138202 -0.028 -0.666 0.016
H 3.135271 4.929832 -1.415952 -0.203 0.372 0.036
O -2.439209 0.175782 -3.879862 -0.241 -0.284 0.460
S -2.925669 -0.442418 -2.674472 -2.053 1.206 1.833
O -2.633279 -1.832348 -2.396502 -0.056 1.710 0.051
O -2.586299 0.580002 -1.379742 1.010 -0.968 -1.372
C -2.190069 1.987912 -1.722562 0.181 -0.230 1.235
C -1.999639 2.733472 -0.368352 -0.474 -0.482 -0.017
C -4.807529 -0.154868 -2.445772 1.116 -0.722 -0.420
H -2.971179 2.290142 -2.420152 0.244 0.683 0.160
H -1.192929 2.025812 -2.161162 -0.255 -0.489 -0.535
H -1.654089 3.767242 -0.369132 0.016 0.084 -0.987
H -1.199409 2.229872 0.173978 -0.153 -0.349 0.172
H -2.897379 2.781112 0.248008 -0.095 -0.422 -0.047
H -4.946289 0.832002 -2.004252 0.144 0.011 -0.507
H -5.231979 -0.872708 -1.743882 0.540 -0.180 0.067
H -5.306799 -0.325138 -3.399622 0.153 0.353 -0.044
O -1.352929 -3.680048 2.546078 0.694 -1.805 -2.318
S -0.981709 -3.918978 1.136418 0.096 3.556 -0.726
O 0.273221 -4.494658 0.644418 -2.566 0.192 1.310
O -2.233559 -4.641298 0.285298 2.643 -0.077 0.118
C -3.519779 -4.422448 0.776018 -1.023 -0.944 2.069
C -4.548229 -5.312958 0.033298 1.084 1.737 -0.263
C -1.091569 -2.177108 0.423358 0.368 -0.480 -0.189
H -3.672669 -3.355058 0.935418 -0.644 0.131 -0.784
H -3.528179 -4.815098 1.792808 -0.045 0.117 0.351
H -5.550979 -4.982528 0.304228 -0.005 -0.301 0.140
H -4.338779 -6.351118 0.291068 -0.233 0.098 -0.206
H -4.405839 -5.101938 -1.026562 -0.198 -0.459 -0.181
H -2.045909 -1.672908 0.575398 -0.255 -0.633 0.190
H -0.868229 -2.153428 -0.643252 -0.106 -0.561 0.061
H -0.370379 -1.497168 0.876868 0.323 -0.496 0.528
```
Positions in Å, forces in eV/Å.

Summary:
- HOMO energy: -0.158 Ha
- Net charge: -1
- Total energy: -3710.87378 Eh
- Frontier orbital gap: 0.2241 Ha

[2]
Entry from the Open Molecules 2025 dataset: a structure of composition C15H39B3NO16P3S (ωB97M-V with the def2-TZVPD basis set).

The geometry in XYZ format:
```
78
Properties=species:S:1:pos:R:3:forces:R:3
O 2.430921 -3.841034 1.936121 -0.147 -0.400 0.390
N 2.030743 -4.330580 0.967235 0.228 -0.046 0.654
O 2.541085 -3.620548 -0.171726 -0.474 1.030 -0.814
B 1.611450 -2.610758 -0.520054 1.675 -1.177 -0.830
O 0.598322 -2.960721 -1.392364 -0.540 0.822 1.670
B -0.496071 -2.149565 -1.028335 -0.566 -0.103 -1.721
C -1.861681 -2.686878 -0.466376 0.113 0.618 -0.016
C -3.056026 -1.694293 -0.647978 -0.067 -0.399 0.473
C -3.856612 -1.491900 0.681740 0.017 -0.474 -0.778
S -5.369141 -2.547368 0.586145 -0.107 0.050 0.377
O -0.248787 -0.757204 -1.151179 0.173 -0.769 1.539
B 0.688271 -0.506197 -0.148957 0.068 0.698 -0.986
P 0.310414 1.040400 0.957220 0.031 0.785 0.926
O 1.503107 1.677702 1.513183 0.135 0.122 -0.363
O -0.663491 0.508350 2.178278 0.349 -0.277 -1.311
O -0.622612 2.041189 0.092749 0.214 -1.174 0.346
O 1.776235 -1.341913 0.034507 -1.354 -0.274 0.074
H -2.073880 -3.698908 -0.838690 0.003 0.295 0.120
H -1.711143 -2.790567 0.630813 0.184 -0.149 -0.403
H -2.758780 -0.707534 -1.029077 0.226 -0.355 0.110
H -3.715694 -2.138147 -1.405163 0.087 0.373 0.168
H -3.289101 -1.794573 1.568677 -0.071 0.208 -0.250
H -4.128667 -0.433424 0.781960 -0.230 -0.427 0.126
H -5.168457 -3.452873 1.574131 0.206 0.463 -0.200
H -0.163687 -0.207477 2.604861 -0.226 0.286 0.293
H -1.108921 1.537059 -0.582262 -0.043 0.242 0.120
O -3.422189 -1.944459 -4.519412 -0.218 -3.887 2.015
P -3.336446 -2.903253 -5.691837 0.505 6.274 -6.128
O -2.028270 -2.163385 -6.396472 0.296 -0.484 0.333
C -0.841552 -1.978857 -5.630674 0.205 0.104 0.088
C -0.074217 -3.277220 -5.448754 0.030 -0.017 -0.103
O -4.556977 -2.248685 -6.586518 -0.290 -1.092 0.519
C -5.729796 -1.741599 -5.940225 -0.052 0.414 0.084
C -5.679387 -0.228381 -5.861123 0.022 0.178 -0.158
O -3.207196 -4.160158 -6.757768 -0.474 -1.232 3.532
C -3.014452 -3.930303 -8.162890 0.333 -0.038 -0.826
C -1.588223 -4.229529 -8.577473 0.222 0.148 0.173
H -1.075970 -1.536036 -4.659914 -0.123 -0.008 -0.032
H -0.224771 -1.257395 -6.169283 -0.105 -0.006 -0.091
H -0.710848 -4.058589 -5.023554 0.037 0.036 0.098
H 0.782402 -3.126203 -4.789481 -0.045 -0.011 0.036
H 0.294457 -3.647408 -6.405133 -0.006 -0.018 0.031
H -5.849248 -2.183916 -4.950988 0.108 0.065 0.019
H -6.590530 -2.052065 -6.535080 0.109 -0.087 -0.089
H -4.714318 0.124435 -5.497664 -0.027 -0.157 0.158
H -6.462318 0.153577 -5.203604 -0.010 -0.021 -0.029
H -5.819477 0.207871 -6.852049 -0.045 -0.025 0.016
H -3.294320 -2.922581 -8.459281 -0.057 0.025 0.270
H -3.688080 -4.621043 -8.673401 -0.113 -0.034 0.267
H -0.921690 -3.414624 -8.301580 -0.054 0.019 0.011
H -1.525716 -4.349171 -9.660853 -0.110 -0.070 0.022
H -1.219421 -5.134876 -8.093370 -0.106 -0.078 -0.111
O 5.308229 5.603534 6.822274 1.710 0.070 -3.451
P 4.747883 4.393929 6.131136 -4.522 -2.817 5.346
O 3.135236 4.717485 6.181074 0.592 -0.013 -0.474
C 2.665398 5.964579 5.677326 -0.150 0.390 -0.107
C 2.678430 6.001441 4.159479 -0.094 -0.127 -0.031
O 4.903967 3.320486 7.376737 0.451 -0.016 -0.524
C 5.969267 3.465355 8.318553 -0.102 0.188 0.302
C 5.460068 4.084558 9.605621 -0.143 -0.062 0.177
O 4.592356 3.143940 5.076268 2.242 2.566 -1.013
C 3.594064 2.129504 5.271153 -0.809 -0.558 -0.155
C 2.444061 2.302345 4.298884 0.042 0.408 0.165
H 3.253126 6.790031 6.084777 0.108 -0.118 0.058
H 1.644347 6.090095 6.041148 0.032 -0.154 0.067
H 3.667551 5.753044 3.765129 0.015 0.110 0.009
H 2.395930 6.991907 3.799003 0.051 0.002 0.023
H 1.976041 5.276395 3.747393 0.035 -0.002 -0.009
H 6.783817 4.052602 7.895072 -0.088 0.086 0.006
H 6.364987 2.467753 8.519709 -0.109 -0.059 -0.105
H 4.838643 4.958944 9.413419 0.169 0.066 -0.146
H 6.289419 4.379264 10.251440 -0.006 -0.029 -0.005
H 4.837626 3.370844 10.149393 0.046 -0.016 -0.001
H 3.228658 2.099430 6.295338 0.219 0.214 0.044
H 4.091215 1.177721 5.073998 0.242 0.165 0.011
H 1.774393 3.097935 4.624506 0.029 0.003 0.055
H 1.854767 1.386495 4.238435 0.123 -0.044 -0.044
H 2.801275 2.562000 3.305651 0.002 -0.219 -0.017
```
Positions in Å, forces in eV/Å.

Summary:
- HOMO energy: -0.343 Ha
- Net charge: 0
- Total energy: -3350.62274 Eh
- Frontier orbital gap: 0.2872 Ha

| no. | F_max (hartree/bohr) |
| --- | --- |
| 1 | 0.0905 |
| 2 | 0.1708 |